Formula: C13H25InNO4
Source: OMol25
Level of theory: ωB97M-V with the def2-TZVPD basis set

Cartesian coordinates (Å):
H (1.42941, -3.40217, -0.06396)
C (1.79100, -2.72755, 0.70985)
C (-2.58506, 2.25410, 1.18849)
H (2.23037, -1.54980, -3.17866)
H (1.63009, -3.17195, 1.69470)
H (-2.32614, 1.60226, 3.29712)
O (2.85879, -0.48863, -0.67719)
H (0.55733, -2.17487, -3.38660)
C (1.09999, -1.32919, 0.68281)
C (-2.98859, 1.48487, 2.43744)
H (3.16138, -1.35148, -1.05108)
H (0.57902, 1.49546, -2.30036)
H (1.25795, -0.88942, 2.80913)
H (-3.05175, 4.44616, 0.91169)
H (-1.16286, 0.19950, -1.24574)
H (-3.36435, 1.96686, 0.47811)
O (0.50441, 2.59227, -0.28185)
O (-1.03886, 3.94255, 0.64103)
O (-1.28663, 1.75780, 0.74549)
N (1.50252, -0.62603, -0.51462)
H (-0.60508, -2.12496, 1.62077)
C (-1.08959, -1.86981, -0.55231)
H (2.88158, -2.70937, 0.62837)
H (-2.16598, 3.96257, 2.36548)
In (3.38651, 2.47195, 0.04270)
H (-0.72476, -2.84624, -0.88760)
C (0.78839, -0.67643, -1.73967)
C (1.32954, -1.90427, -2.67322)
C (-0.41221, -1.45427, 0.78310)
H (0.47987, 0.36965, -3.56446)
H (-0.91721, -0.50159, 0.96949)
C (-2.31856, 3.75139, 1.30479)
C (-0.54046, 2.78148, 0.31954)
H (1.72064, -2.71757, -2.06069)
H (-2.15295, -1.99640, -0.36305)
H (2.64067, -0.35017, 1.95099)
H (2.07040, 0.72005, -2.97482)
H (-4.01641, 1.71170, 2.71314)
H (1.03487, 0.54281, 1.84655)
C (1.55492, -0.41287, 1.87088)
H (-2.93181, 0.42488, 2.17576)
H (-1.14420, -1.02060, -2.49520)
C (-0.70874, -0.75261, -1.52839)
C (1.04256, 0.56994, -2.64797)

Calculated values
- E: -28706.1662 eV
- Orbital gap: 3.861 eV
- Total charge: +3